{
  "formula": "C28H42O14",
  "method": "ωB97M-V/def2-TZVPD",
  "symbols": ["O", "C", "O", "C", "C", "C", "H", "H", "H", "H", "H", "H", "O", "C", "O", "C", "C", "C", "H", "H", "H", "H", "H", "H", "O", "C", "O", "C", "C", "C", "H", "H", "H", "H", "H", "H", "O", "C", "O", "C", "C", "C", "H", "H", "H", "H", "H", "H", "O", "C", "O", "C", "C", "C", "H", "H", "H", "H", "H", "H", "O", "C", "O", "C", "C", "C", "H", "H", "H", "H", "H", "H", "O", "C", "O", "C", "C", "C", "H", "H", "H", "H", "H", "H"],
  "xyz": [[1.6268, -0.7008, -4.2466], [2.7034, -0.6132, -3.7295], [3.7764, -0.0940, -4.3397], [4.9428, -0.1176, -3.4996], [4.4632, -0.5320, -2.0940], [3.0729, -1.1012, -2.3411], [5.3854, 0.8753, -3.5394], [5.6544, -0.8258, -3.9251], [4.4395, 0.3522, -1.4581], [5.2098, -1.1986, -1.6663], [2.3474, -0.7068, -1.6313], [3.0240, -2.1866, -2.2820], [-0.0920, 1.6281, 4.1687], [0.5540, 2.6211, 4.3256], [0.0136, 3.8561, 4.1972], [0.9572, 4.8696, 4.5797], [2.3207, 4.1858, 4.5394], [1.9506, 2.7362, 4.9025], [0.6906, 5.2000, 5.5829], [0.8888, 5.6764, 3.8558], [3.0335, 4.6575, 5.2109], [2.7234, 4.1812, 3.5245], [1.8216, 2.6812, 5.9863], [2.6206, 1.9880, 4.4979], [1.5004, 3.1243, -2.3102], [1.6211, 3.1597, -3.5015], [2.7885, 2.8257, -4.0824], [2.7006, 2.8294, -5.5179], [1.2286, 3.1265, -5.8562], [0.6207, 3.6342, -4.5320], [2.9380, 1.8407, -5.8951], [3.3294, 3.6321, -5.8970], [0.7223, 2.1871, -6.0831], [1.1633, 3.7751, -6.7243], [-0.3374, 3.1569, -4.3770], [0.5801, 4.7207, -4.5011], [-6.1546, -4.0477, 4.4196], [-5.2165, -3.8452, 3.7031], [-5.3137, -3.1234, 2.5705], [-4.0931, -3.1504, 1.7993], [-3.2206, -4.2005, 2.4677], [-3.7874, -4.3190, 3.8754], [-3.6606, -2.1543, 1.8282], [-4.3319, -3.4110, 0.7730], [-2.1526, -3.9865, 2.4643], [-3.2978, -5.1545, 1.9401], [-3.2935, -3.6910, 4.6175], [-3.8028, -5.3318, 4.2713], [-1.1801, -1.9829, 1.2076], [-1.1671, -0.8754, 0.7559], [-2.1127, -0.4705, -0.1324], [-1.8754, 0.9080, -0.4808], [-0.3894, 1.1066, -0.2586], [-0.1732, 0.2461, 0.9706], [-2.5384, 1.4845, 0.1730], [-2.1683, 1.1655, -1.4955], [-0.1272, 2.1577, -0.1557], [0.1630, 0.7211, -1.1169], [-0.3971, 0.7499, 1.9134], [0.8333, -0.1582, 1.0680], [-1.2462, 0.4205, -6.9592], [-1.9394, 0.1387, -6.0304], [-2.4986, -1.0778, -5.8800], [-2.8865, -1.2494, -4.4890], [-3.2159, 0.1646, -4.0206], [-2.2758, 1.0305, -4.8224], [-1.9885, -1.6468, -4.0113], [-3.7241, -1.9299, -4.3998], [-3.1162, 0.2412, -2.9438], [-4.2425, 0.3666, -4.3352], [-1.3202, 1.1866, -4.3118], [-2.6173, 1.9795, -5.2266], [3.0189, -1.9200, 4.2972], [1.9983, -2.4202, 4.6620], [1.8430, -3.7531, 4.7991], [0.4585, -4.1015, 5.0240], [-0.3224, -2.8035, 4.8167], [0.7340, -1.7041, 5.0912], [0.4134, -4.4471, 6.0551], [0.1295, -4.8593, 4.3182], [-1.1975, -2.7602, 5.4684], [-0.7097, -2.6823, 3.8037], [0.6971, -1.3872, 6.1298], [0.4817, -0.8673, 4.4458]],
  "forces_ev_per_angstrom": [[-0.0913, 0.2925, -0.1963], [-0.0971, -0.5999, 0.3899], [0.0747, 0.1254, -0.2388], [-0.0880, -0.0160, -0.0064], [0.6651, 0.4310, -0.2975], [0.1731, 0.3324, 0.4287], [-0.0377, 0.0221, 0.0765], [-0.0880, -0.0617, -0.0407], [-0.2013, -0.0300, 0.0229], [-0.3072, -0.2449, 0.1274], [-0.0892, -0.0799, -0.0390], [-0.0228, -0.0421, -0.2147], [-0.1044, -0.2617, -0.5345], [-0.1767, 0.1587, 1.0866], [0.0273, -0.1784, -0.3679], [0.2646, -0.2016, -0.2754], [-0.0465, -0.4851, -0.0621], [-0.0695, 1.0617, -0.3208], [0.0257, 0.1710, -0.0001], [-0.1698, 0.1481, 0.1497], [0.0572, -0.0631, -0.0080], [0.0094, 0.2479, 0.0407], [0.1640, -0.4540, -0.0158], [0.0149, -0.2052, 0.2566], [-0.2665, -0.1012, 0.2527], [0.2733, 0.3361, 0.1318], [0.0467, -0.2868, -0.1771], [-0.9178, 0.3431, -0.0768], [-0.1381, -0.5510, 0.4217], [0.7366, -0.3376, -0.9950], [0.5835, 0.0774, 0.0772], [0.3664, -0.2574, 0.0120], [0.0658, 0.0467, -0.2959], [-0.2431, 0.1776, 0.1175], [-0.2523, 0.3968, 0.3165], [-0.2690, 0.0355, 0.2581], [0.0842, 0.1114, -0.0171], [-0.0084, -0.0307, 0.2218], [-0.2226, -0.0281, -0.3716], [0.0801, 0.1568, 0.3549], [0.7282, -0.5971, 0.1251], [-0.2968, -0.2889, -0.1034], [0.0615, 0.0251, -0.0288], [-0.1301, 0.0854, -0.0443], [-0.1255, 0.3935, -0.1272], [-0.2599, 0.0098, 0.0773], [0.0080, 0.1508, -0.0933], [0.0441, -0.0139, 0.0038], [0.0324, -0.1295, 0.2752], [0.0530, 0.1221, -0.3709], [-0.0104, -0.0658, -0.3375], [-0.2991, 0.4143, 0.1953], [-0.1839, 0.4758, 0.2088], [0.4268, -0.2992, 0.0851], [0.3973, 0.2478, 0.0989], [-0.0882, -0.5828, -0.1025], [0.0493, -0.0312, 0.0929], [-0.0079, -0.0526, 0.0028], [-0.1526, 0.0916, -0.0382], [-0.0441, -0.0951, 0.0121], [-0.0631, 0.1991, -0.3199], [0.1855, 0.1400, 0.3953], [-0.3600, -0.2803, 0.2501], [0.7459, 0.4869, -0.4161], [-0.6385, -0.1181, -0.1331], [0.8779, -0.6140, -0.6221], [-0.2359, -0.1227, 0.3249], [0.0313, -0.1571, -0.2226], [-0.1762, 0.1112, 0.0239], [-0.0378, 0.1095, 0.3188], [-0.0609, 0.0684, 0.0304], [-0.2597, 0.0672, 0.3097], [0.3548, -0.0417, -0.1529], [-0.0876, 0.5934, 0.7493], [-0.1345, -0.3124, -0.6117], [0.0353, 0.6910, 0.1009], [-0.1931, 0.2930, 0.4747], [-1.5108, -0.7597, -0.9425], [-0.2526, -0.2177, -0.0378], [0.3440, -0.2590, 0.0844], [0.1591, 0.0662, 0.1143], [0.2483, -0.2449, -0.1097], [0.5032, -0.0320, 0.0892], [0.5179, 0.3177, 0.1799]],
  "lowdin_charge": [0.112, -0.496, 0.013, -0.132, -0.136, -0.062, 0.123, 0.122, 0.114, 0.112, 0.112, 0.131, 0.107, -0.482, 0.025, -0.152, -0.149, -0.063, 0.127, 0.125, 0.114, 0.118, 0.136, 0.126, 0.105, -0.488, 0.017, -0.134, -0.127, -0.054, 0.116, 0.123, 0.100, 0.114, 0.093, 0.130, 0.116, -0.494, 0.028, -0.135, -0.154, -0.073, 0.108, 0.126, 0.086, 0.119, 0.112, 0.125, 0.111, -0.465, 0.022, -0.149, -0.144, -0.067, 0.135, 0.098, 0.118, 0.109, 0.111, 0.129, 0.121, -0.490, 0.027, -0.123, -0.150, -0.078, 0.131, 0.125, 0.085, 0.124, 0.111, 0.127, 0.118, -0.493, 0.024, -0.135, -0.153, -0.056, 0.124, 0.121, 0.108, 0.090, 0.128, 0.099],
  "gap_ev": 10.28,
  "smiles": "O=C1CCCO1.O=C1CCCO1.O=C1CCCO1.O=C1CCCO1.O=C1CCCO1.O=C1CCCO1.O=C1CCCO1",
  "lumo_energy_ev": 0.4,
  "energy_ev": -58383.7249,
  "de_lowest_kcal_mol": 6.07,
  "e_homo_ev": -9.9
}